{"formula": "C93H213N7O17", "method": "ωB97M-V/def2-TZVPD", "elements": ["O", "O", "O", "O", "O", "O", "O", "O", "O", "O", "O", "O", "O", "O", "O", "O", "O", "N", "N", "N", "N", "N", "N", "N", "C", "C", "C", "C", "C", "C", "C", "C", "C", "C", "C", "C", "C", "C", "C", "C", "C", "C", "C", "C", "C", "C", "C", "C", "C", "C", "C", "C", "C", "C", "C", "C", "C", "C", "C", "C", "C", "C", "C", "C", "C", "C", "C", "C", "C", "C", "C", "C", "C", "C", "C", "C", "C", "C", "C", "C", "C", "C", "C", "C", "C", "C", "C", "C", "C", "C", "C", "C", "C", "C", "C", "C", "C", "C", "C", "C", "C", "C", "C", "C", "C", "C", "C", "C", "C", "C", "C", "C", "C", "C", "C", "C", "C", "H", "H", "H", "H", "H", "H", "H", "H", "H", "H", "H", "H", "H", "H", "H", "H", "H", "H", "H", "H", "H", "H", "H", "H", "H", "H", "H", "H", "H", "H", "H", "H", "H", "H", "H", "H", "H", "H", "H", "H", "H", "H", "H", "H", "H", "H", "H", "H", "H", "H", "H", "H", "H", "H", "H", "H", "H", "H", "H", "H", "H", "H", "H", "H", "H", "H", "H", "H", "H", "H", "H", "H", "H", "H", "H", "H", "H", "H", "H", "H", "H", "H", "H", "H", "H", "H", "H", "H", "H", "H", "H", "H", "H", "H", "H", "H", "H", "H", "H", "H", "H", "H", "H", "H", "H", "H", "H", "H", "H", "H", "H", "H", "H", "H", "H", "H", "H", "H", "H", "H", "H", "H", "H", "H", "H", "H", "H", "H", "H", "H", "H", "H", "H", "H", "H", "H", "H", "H", "H", "H", "H", "H", "H", "H", "H", "H", "H", "H", "H", "H", "H", "H", "H", "H", "H", "H", "H", "H", "H", "H", "H", "H", "H", "H", "H", "H", "H", "H", "H", "H", "H", "H", "H", "H", "H", "H", "H", "H", "H", "H", "H", "H", "H", "H", "H", "H", "H", "H", "H", "H", "H", "H", "H", "H", "H", "H", "H", "H", "H", "H", "H", "H", "H", "H", "H", "H", "H", "H", "H", "H", "H", "H", "H"], "coordinates": [[-0.054, -0.537, 1.240], [-0.039, 2.633, 5.063], [2.697, -6.309, 8.260], [1.455, 1.098, 3.276], [8.434, 3.116, -0.273], [0.639, 6.005, -4.487], [-2.872, 4.036, -2.560], [-1.554, -0.382, -6.249], [-3.338, -1.081, 1.848], [9.134, 0.112, 1.142], [2.745, -1.732, -2.705], [1.327, 5.773, 4.168], [1.775, -2.396, 0.060], [-9.810, 3.082, 1.064], [-7.549, -1.818, -7.010], [0.614, -1.720, -4.448], [-0.506, -8.382, -2.027], [-6.574, -2.142, -6.106], [-3.317, -2.477, 2.088], [2.075, -5.990, 7.093], [-9.221, 1.916, 0.617], [7.422, 3.481, -1.128], [1.021, 6.959, 3.568], [8.674, -1.138, 0.845], [0.487, -3.521, -6.013], [4.301, -1.535, -4.531], [6.514, 4.435, -0.396], [0.079, -5.169, 5.853], [-5.075, -3.481, -4.024], [-4.205, -5.185, 2.781], [-8.970, 0.405, -1.230], [-1.095, 3.287, 4.249], [-3.965, -4.701, 1.386], [3.502, 1.194, 2.236], [6.582, -0.287, -0.387], [8.576, 2.523, -3.197], [-3.413, -2.810, 3.510], [-7.852, 1.712, 1.163], [-6.875, 2.849, 0.841], [-1.160, -3.264, -4.083], [1.189, 9.662, 2.370], [-7.267, 0.321, 0.624], [3.708, 0.395, -2.939], [5.296, 4.672, -1.351], [7.590, -3.271, -0.856], [-0.790, 1.336, -4.795], [0.702, 1.370, -0.001], [-3.068, 4.483, -0.250], [9.032, -3.300, -0.241], [-2.627, 3.451, -1.330], [-11.084, 1.525, -1.043], [1.420, -3.723, 0.328], [-6.741, -4.656, -6.549], [6.688, 4.104, -3.398], [-5.116, -3.111, -7.854], [0.771, 5.870, 1.417], [-4.157, -3.183, 1.079], [-5.623, -2.797, 1.153], [1.619, -4.532, -0.967], [-7.512, 0.157, -0.920], [0.242, -3.080, -4.592], [5.915, 3.650, 0.733], [3.893, -1.042, -3.146], [-3.620, -2.865, -0.339], [7.912, 3.756, -2.531], [4.077, -6.569, 5.760], [1.027, 8.170, 4.488], [0.033, 7.907, 5.662], [9.748, -1.212, -1.382], [0.734, -5.403, 7.278], [-0.151, -6.419, 7.992], [-9.170, 2.939, -1.691], [-3.230, 0.814, -5.006], [1.934, 5.521, -2.534], [-2.742, -8.933, -2.148], [6.679, -2.650, 0.264], [7.209, 5.719, -0.041], [0.881, 8.395, 1.555], [-0.016, -3.750, 0.863], [1.099, 4.917, -3.697], [0.934, -4.467, 4.774], [-2.208, -2.083, 4.174], [2.453, 8.405, 5.033], [7.166, -1.218, 0.719], [-5.827, -3.371, -6.498], [-4.681, -3.562, -5.493], [6.555, -0.780, 2.176], [-9.564, 1.735, -0.810], [-2.004, -6.478, -1.910], [5.688, 5.146, -2.737], [2.720, -0.873, 3.521], [-1.728, -7.866, -2.503], [3.044, -5.492, 6.056], [8.871, 4.992, -2.568], [-3.325, -4.329, 3.743], [2.783, 0.655, 3.388], [-6.853, -1.673, -4.739], [3.599, -4.162, 6.490], [2.048, 4.029, -4.382], [10.888, -2.041, 0.731], [0.697, -3.992, 7.985], [2.279, -5.243, 4.667], [-8.226, -2.204, -4.240], [-1.985, 2.201, 3.608], [0.563, 9.495, 3.777], [-4.664, -2.380, 4.171], [-1.786, 4.354, 5.021], [-0.824, -0.341, -1.006], [2.944, 7.050, 2.037], [-1.846, 0.232, -5.009], [-6.891, -0.149, -4.686], [9.583, -1.894, -0.016], [-7.868, 1.595, 2.745], [-0.445, 0.455, 0.290], [1.426, 7.084, 2.197], [-5.779, -2.107, -3.747], [-3.382, 2.141, -1.205], [0.267, 4.374, -3.248], [-5.251, -5.233, 3.085], [2.815, 6.076, -2.855], [-4.188, -3.533, -0.987], [7.301, -4.309, -1.018], [0.017, -3.910, 8.833], [5.267, -1.150, -4.859], [-5.569, -2.853, 3.789], [6.876, 4.372, -4.437], [1.071, -3.407, 4.988], [-3.786, -1.837, -0.659], [3.313, 8.067, 2.168], [-4.007, 0.130, -4.663], [4.558, 1.315, 2.480], [4.597, 0.955, -3.229], [3.194, 8.625, 4.265], [3.434, 0.623, -1.909], [0.770, 10.518, 1.842], [-0.802, 1.731, -3.779], [-1.834, -2.536, -4.534], [-8.638, -1.818, -3.307], [-2.689, 2.671, 2.922], [-6.180, 0.233, 0.629], [9.518, 5.075, -1.694], [-7.714, -0.472, 1.223], [8.289, 5.901, -2.718], [7.549, -2.770, -1.823], [0.215, 8.666, 6.422], [-5.846, -4.252, -4.013], [-1.215, -6.197, 8.073], [-3.971, 4.926, -0.669], [-6.385, 2.702, -0.121], [1.654, -3.771, 8.458], [-8.185, -3.284, -4.100], [3.608, -7.540, 5.601], [-0.351, -4.739, 1.174], [-3.780, -8.636, -2.303], [-0.511, 9.621, 3.914], [9.561, 2.353, -2.763], [0.868, 10.426, 4.254], [-2.365, 5.291, -0.048], [-6.057, -2.787, 0.153], [-1.733, -0.484, -4.195], [1.263, -5.531, -0.717], [1.658, 3.657, -5.330], [0.488, -4.406, 3.781], [3.163, 2.200, 1.987], [6.711, 6.311, 0.727], [-2.505, 1.495, 4.254], [-2.246, 4.013, 5.948], [-2.182, -0.999, 4.064], [2.899, -4.729, 3.933], [1.052, -4.256, -1.856], [2.821, 7.557, 5.611], [1.178, 8.516, 0.514], [-3.305, 4.028, 0.712], [-1.071, 2.115, -5.505], [3.379, 6.285, 2.680], [-8.138, 3.269, -1.563], [-2.293, -4.680, 3.718], [-7.973, 2.656, 2.974], [0.241, 6.974, 6.186], [7.280, 6.305, -0.957], [9.674, -3.863, -0.918], [-7.216, -0.835, -1.262], [6.906, 0.215, 2.448], [1.529, -3.543, -6.334], [4.673, 3.781, -1.424], [-1.162, -5.806, -1.741], [4.155, -4.260, 7.421], [-0.173, -7.411, 7.541], [-1.579, 3.242, -1.114], [-5.686, -1.755, 1.465], [-2.583, -3.101, -0.577], [-2.439, -0.868, 1.586], [4.722, 5.243, -3.233], [11.574, -2.726, 0.232], [1.167, 4.941, 1.826], [-0.308, -3.146, 1.722], [0.257, -6.588, 8.988], [-7.013, 1.067, 3.166], [5.685, -2.575, -0.177], [-6.232, -5.572, -6.848], [-7.800, 0.246, -5.140], [3.210, 1.127, 4.272], [-4.469, -3.949, -8.112], [-8.753, 1.078, 3.114], [-0.800, -4.525, 5.902], [-9.488, 2.850, -2.729], [4.767, -1.293, -2.544], [0.571, 2.125, 4.524], [7.947, 1.669, -2.947], [-4.969, -1.420, -3.503], [-1.282, 0.922, 0.809], [-0.091, -2.864, -6.661], [2.157, 4.680, -1.876], [2.669, -4.715, -1.195], [-7.311, 3.848, 0.853], [5.492, -0.250, -0.412], [2.927, 0.709, -3.631], [-6.095, 0.202, -5.342], [-2.672, 4.716, 4.499], [-9.049, -1.909, -4.890], [-2.231, -2.274, 5.247], [-1.408, 1.460, 3.055], [9.581, 5.020, -3.393], [0.590, 1.942, -0.923], [8.700, 2.695, -4.266], [-9.836, 3.704, -1.291], [-11.353, 1.111, -2.015], [0.250, 1.119, -5.037], [4.302, -2.621, -4.626], [-4.636, -5.281, 0.753], [4.539, -6.451, 4.780], [6.748, -0.511, -1.441], [-4.634, -2.456, 5.258], [8.358, 2.159, -0.288], [4.662, 5.440, -0.909], [8.872, -1.042, -2.008], [-6.836, 0.861, -1.404], [3.681, -1.268, 3.850], [-4.476, -2.229, -7.808], [3.223, 6.881, 0.997], [6.630, -3.345, 1.102], [-0.316, 5.909, 1.481], [5.398, 2.748, 0.406], [-0.524, -8.451, -1.069], [-6.123, 2.867, 1.631], [3.428, 0.627, 1.308], [-7.148, -1.177, -7.602], [-1.023, 7.823, 5.402], [2.529, -1.376, 2.572], [-3.255, 1.675, -0.228], [-0.470, 3.755, 3.489], [-2.505, 4.919, -2.482], [3.589, -1.143, -5.257], [-0.203, 8.313, 1.476], [-1.577, -4.229, -4.372], [-10.653, 2.789, 1.417], [-1.104, -3.267, -2.995], [0.532, -1.153, 0.795], [-1.581, 0.252, -6.969], [1.430, 6.308, -4.938], [0.068, -1.317, -5.128], [8.224, 5.514, 0.302], [6.721, 3.330, 1.393], [6.114, 6.149, -2.771], [6.867, -1.412, 3.008], [2.943, 4.541, -4.736], [-4.782, -1.319, 3.952], [-1.647, -0.987, -0.700], [4.840, -6.694, 6.528], [-3.315, 1.700, -4.377], [2.238, 9.958, 2.358], [2.485, 3.184, -3.850], [-7.294, -4.777, -5.618], [-1.135, 5.212, 5.188], [11.333, -1.054, 0.854], [-3.416, 1.205, -6.006], [0.855, 2.029, 0.854], [-3.199, 1.502, -2.068], [-5.791, -2.927, -8.689], [2.818, -3.411, 6.611], [1.319, 6.129, -1.871], [6.944, 0.735, -0.278], [-0.004, -4.473, -6.217], [-0.038, -0.935, -1.474], [1.823, -1.136, 4.081], [-11.490, 0.863, -0.278], [5.232, 4.212, 1.370], [-6.200, -2.158, -2.743], [-6.905, 0.288, -3.687], [0.496, -3.105, 7.384], [1.670, 0.874, -0.075], [0.519, 5.254, 4.166], [-3.733, -4.589, 4.720], [-1.232, -2.360, 3.775], [10.790, -2.364, 1.767], [-2.714, -8.913, -1.059], [9.561, 0.044, 1.999], [-0.670, -3.419, 0.055], [2.604, 9.202, 5.762], [-4.462, 2.267, -1.284], [-11.594, 2.477, -0.895], [-9.427, -0.369, -0.613], [10.186, -0.225, -1.229], [-2.511, -9.955, -2.448], [9.043, -3.775, 0.740], [-2.405, -6.562, -0.900], [-3.858, -6.212, 2.895], [-9.172, 0.124, -2.263], [-7.547, -4.457, -7.255], [2.104, -4.233, 1.007], [-0.204, -6.124, 5.411], [2.800, -5.508, 8.778], [5.476, -0.768, 2.026], [-2.960, -5.042, 1.136], [-1.682, -7.720, -3.582], [-4.293, -4.576, -5.599], [-1.055, 0.291, -1.863], [2.071, -2.341, -0.851], [-4.289, -3.789, -3.335], [1.010, 0.621, 2.571], [-2.784, -5.990, -2.494], [6.123, 3.186, -3.561], [10.473, -1.715, -2.022], [2.211, -1.865, -3.492], [0.943, -3.673, -4.003], [2.058, -6.177, 4.149], [0.962, 5.898, 0.344], [-6.221, -3.388, 1.847], [-3.844, -2.880, -5.642], [4.329, -3.857, 5.740]], "forces_ev_per_a": [[-0.333, 0.456, 1.018], [-1.693, 1.209, 0.922], [0.504, -0.581, 1.077], [-1.140, 0.909, 0.769], [1.401, -0.265, 0.206], [-0.368, -0.724, -0.369], [0.376, 0.007, -1.174], [0.129, -1.558, -0.018], [-0.787, 0.012, 0.298], [0.171, 1.642, -0.384], [0.207, -0.545, 0.571], [1.214, -0.626, 0.604], [0.282, 0.992, 0.699], [-0.063, 1.264, 0.629], [-1.300, 0.074, -0.564], [0.133, -0.053, 0.076], [1.311, 0.138, -0.659], [2.362, -0.271, 0.672], [0.595, -1.062, -1.174], [-1.120, -0.271, -2.490], [-0.149, -2.028, -0.439], [-1.815, 0.107, -1.703], [-2.468, 3.366, 0.094], [-2.052, -2.833, 0.452], [-1.217, -0.049, -0.813], [-0.503, 0.871, -0.611], [-1.321, -1.086, -2.102], [0.446, 0.355, -0.867], [-2.256, 0.385, -1.170], [0.950, 0.823, 1.045], [0.775, -1.141, 0.138], [2.084, -2.416, -0.018], [-0.379, -0.359, -1.099], [1.911, 0.837, -1.430], [0.113, 0.908, 0.143], [-0.086, 0.500, 1.480], [1.316, -0.030, 0.264], [0.969, -1.384, 0.104], [0.239, 0.017, -0.022], [-0.142, -0.810, -0.115], [-1.320, -0.582, -0.504], [-0.781, 0.975, -1.613], [-0.304, 1.529, -1.043], [0.992, 0.942, 0.306], [0.759, -0.204, 2.225], [-0.410, 0.384, -0.150], [0.640, 1.073, 0.547], [-0.440, -0.527, -0.207], [-1.188, 0.344, -0.681], [-0.401, 0.164, 2.610], [-0.083, 0.608, 1.387], [-0.492, -0.826, -0.891], [-0.294, 1.345, -0.214], [-2.065, 0.283, 0.511], [-0.415, 0.048, 0.032], [0.444, 0.788, 0.296], [1.280, -0.421, 0.921], [-0.248, 0.850, -0.220], [-0.608, -1.423, 0.870], [0.079, 0.684, 1.232], [0.924, -0.892, -0.157], [0.678, -0.429, 1.540], [1.714, -1.633, 0.243], [-0.513, -0.601, -0.062], [0.324, 1.660, -0.185], [0.159, -0.593, -0.107], [0.154, -0.030, 0.495], [0.996, -0.366, 0.131], [1.147, 0.763, -0.245], [-0.946, 1.341, -1.928], [0.181, -0.670, 0.769], [-0.629, 0.177, 0.837], [-0.440, 0.669, 0.213], [-1.452, -0.695, 0.877], [-0.945, 0.865, 1.272], [0.954, 0.228, -0.669], [0.326, 0.342, 0.019], [-0.135, 0.048, 0.578], [-0.373, -0.445, -0.354], [1.287, 1.659, 2.260], [1.362, -0.597, 0.901], [-0.047, -0.123, 0.345], [0.578, -0.272, 0.642], [-0.117, 0.255, 0.231], [0.087, 0.079, 0.435], [0.758, -0.258, 0.889], [0.655, -0.350, -2.204], [0.487, -0.753, -1.212], [-0.919, -0.257, 0.603], [0.635, -1.039, -0.452], [0.399, 0.179, -0.547], [0.069, 0.171, 0.156], [-2.000, 0.305, -1.091], [0.200, -0.076, -0.262], [-0.530, -0.785, -0.367], [-0.977, -1.025, 0.301], [-1.029, -0.181, 0.856], [0.977, 0.043, -0.089], [0.958, -1.256, -2.443], [0.737, 0.770, 0.222], [0.618, -0.255, 0.961], [-0.694, 0.355, 0.482], [-0.430, -0.199, -0.026], [0.220, 0.020, -0.226], [0.960, 0.109, -0.342], [-1.411, 1.761, 0.227], [-0.921, 0.321, 0.462], [-0.554, 0.741, 0.400], [-0.074, 0.340, -0.780], [1.250, 1.215, 0.552], [-0.541, 0.381, -1.227], [-0.817, -0.166, -0.896], [-1.310, 0.686, -1.544], [0.723, -1.990, -1.571], [-0.177, -0.764, -1.857], [1.710, -1.693, 1.277], [-0.941, 0.215, -0.437], [-0.325, 0.141, -0.387], [-0.120, 0.476, -0.039], [-0.076, -0.182, -0.041], [-0.207, 0.142, -0.320], [-0.250, 0.007, -0.065], [-0.375, -0.436, -0.118], [0.139, -0.013, 0.254], [0.145, -0.269, 0.141], [0.832, 0.430, 0.153], [0.325, 0.098, 0.470], [-0.260, 0.033, 0.198], [0.391, -0.215, 0.735], [0.099, -0.113, -0.455], [0.208, -0.165, -0.229], [0.188, 0.080, 0.204], [-0.228, -0.202, -0.234], [-0.013, -0.011, -0.063], [-0.524, 0.058, 0.085], [-0.216, 0.175, -0.013], [0.024, 0.208, 0.373], [0.881, 0.336, 0.491], [-0.195, -0.099, -0.044], [0.103, 0.466, 1.108], [-0.341, -0.049, 0.249], [-0.032, -0.162, -0.207], [0.078, 0.061, 0.390], [0.006, 0.204, 0.201], [-0.367, 0.276, -0.080], [-0.211, -0.236, 0.836], [0.124, 0.801, 0.035], [-0.227, 0.101, 0.315], [0.041, 0.068, -0.016], [0.287, -0.061, 0.011], [-0.166, -0.110, -0.263], [-0.415, -0.018, 0.523], [0.218, -0.365, -0.299], [-0.080, -0.195, -0.701], [-0.323, -0.534, -1.107], [0.070, -0.065, -0.003], [0.626, -0.421, 1.039], [0.293, -0.088, -0.270], [-0.258, -0.407, 0.001], [-0.012, -0.406, -0.356], [-0.154, -0.311, -0.123], [-0.407, -0.376, 0.005], [-0.439, -0.540, 0.032], [-0.167, 0.088, 0.243], [-0.217, -0.108, -0.017], [-0.303, 0.721, 0.745], [0.564, -0.218, 0.304], [-0.657, 0.039, -0.104], [0.582, 0.207, 0.383], [0.042, 0.566, 0.124], [-0.086, -0.490, -0.352], [0.569, -0.336, -0.006], [-0.005, -0.103, 0.003], [0.017, 0.515, 0.173], [0.239, 0.291, 0.034], [-0.033, -0.138, -0.274], [0.120, -0.007, -0.222], [0.310, -0.181, 1.107], [0.370, -0.174, -0.175], [0.087, 0.258, 0.296], [0.331, 0.133, 0.128], [-0.007, -0.101, 0.109], [-0.134, 0.164, -0.350], [-0.062, 0.068, 0.224], [0.228, -0.232, -0.034], [0.351, -0.253, -0.765], [-0.020, 0.052, 0.186], [0.551, 0.091, -0.468], [0.497, -0.103, -0.531], [0.001, -0.016, 0.157], [0.143, -0.063, 0.679], [0.446, -0.142, 0.017], [0.295, -0.238, -0.776], [0.069, 0.191, -0.117], [-0.166, -0.111, -0.103], [0.729, 0.458, 0.002], [-0.205, 0.066, 0.201], [0.286, 0.514, -0.273], [-0.239, 0.280, 0.413], [0.156, 0.130, 0.133], [-0.249, -0.191, -0.182], [-0.286, -0.178, 0.323], [-0.104, -0.148, 0.016], [-0.154, -0.041, -0.209], [-0.375, -0.388, 0.697], [0.391, -0.385, -0.079], [-0.220, -0.639, 0.706], [-0.061, -0.206, -0.752], [-0.001, -0.242, -0.424], [0.067, 0.669, -0.959], [-0.169, 0.434, -0.661], [0.205, 0.399, -0.284], [0.791, -0.068, 0.009], [0.074, 0.569, -0.134], [-0.373, -0.107, -0.035], [-0.202, 0.035, 0.774], [-0.370, 0.383, 0.167], [0.297, 0.350, 0.482], [0.155, 0.110, -0.562], [0.270, -0.408, -0.697], [0.145, -0.136, 0.100], [0.547, 0.414, -0.413], [-0.120, -0.553, -0.381], [-0.242, 0.173, 0.085], [-0.216, -0.112, 0.063], [0.383, 0.549, -0.056], [0.381, 0.158, -0.053], [-0.087, -0.712, 0.038], [0.033, 0.017, 0.321], [-0.082, 0.166, -0.529], [0.340, 0.725, 0.096], [0.792, -0.676, 0.085], [0.087, -0.250, -0.023], [0.399, -0.310, 0.476], [-0.081, 0.075, 0.294], [-0.286, -0.315, 0.471], [0.004, 0.178, -0.263], [-0.257, -0.247, 0.558], [0.028, 0.062, 0.355], [-0.081, -0.529, -0.164], [0.110, -0.019, 0.057], [-0.082, -0.074, 0.471], [0.050, 0.068, -0.262], [-0.219, 0.051, 0.095], [0.309, -0.085, -0.174], [-0.066, -0.358, 0.068], [0.033, 0.204, -0.083], [0.068, 0.467, -0.396], [0.124, 0.354, -0.532], [0.472, -0.245, -0.234], [-0.562, 0.168, -0.790], [-0.022, 0.253, -0.465], [-0.232, -0.077, -0.255], [-0.233, -0.049, 0.279], [0.142, -0.235, -0.003], [-0.070, 0.051, 0.256], [-0.519, 0.483, 0.047], [0.584, -0.497, -0.264], [-0.062, 0.269, 0.113], [-0.012, 0.333, -0.244], [0.035, 0.872, -0.309], [-0.011, 0.005, 0.078], [-0.003, -0.144, 0.197], [0.126, 0.039, 0.309], [-0.087, -0.479, -0.352], [0.127, 0.653, 0.222], [-0.230, 0.257, 0.081], [-0.150, -0.055, -0.574], [-0.020, 0.145, -0.007], [0.210, -0.001, 0.285], [0.262, -0.570, 0.577], [-0.569, -0.013, 0.484], [0.406, -0.223, 0.247], [-0.086, -0.069, 0.323], [0.439, 0.007, -0.406], [-0.387, -0.225, -0.164], [-0.084, 0.479, -0.133], [0.605, -0.348, 0.317], [-0.258, -0.277, 0.063], [0.168, -0.020, -0.184], [-0.077, 0.497, -0.336], [-0.156, 0.160, 0.193], [0.386, -0.380, 0.226], [0.530, -0.221, 0.835], [0.509, -0.056, 0.776], [0.074, -0.252, 0.024], [-0.109, 0.336, -0.242], [-0.601, -0.177, -0.027], [0.520, -0.297, 0.077], [-0.035, -0.358, -0.544], [-0.219, -0.612, -0.211], [-0.124, -0.088, 0.092], [0.422, 0.469, 0.407], [-0.083, -0.597, -0.104], [-0.556, -0.430, -0.081], [0.056, -0.413, 0.393], [-0.052, -0.004, 0.214], [-0.100, -0.033, -0.065], [-0.773, 0.462, -0.043], [-0.212, 0.585, 0.068], [-0.185, 0.078, -0.246], [-0.663, -0.071, -0.037], [-0.024, 0.211, 0.104], [0.022, 0.352, -0.436], [-0.313, -0.380, -0.058], [-0.287, -0.280, 0.222], [0.022, -0.124, -0.227], [-0.250, 0.457, -0.151], [0.112, -0.038, -0.331], [0.199, 0.486, 0.585], [-0.160, -0.219, 0.241], [0.196, 0.563, 0.317], [-0.006, -0.042, 0.406], [0.258, 0.405, -0.278], [0.568, -0.347, -0.108], [0.200, -0.078, -0.509], [-0.720, 0.358, 0.284], [0.304, 0.356, -0.447], [0.042, 0.441, -0.026], [-0.255, -0.490, -0.296], [0.061, 0.254, -0.046], [-0.245, -0.344, 0.389], [0.077, -0.340, 0.071], [-0.660, 0.131, -0.126], [-0.024, 0.116, 0.501], [-0.064, -0.444, 0.416], [0.456, 0.132, 0.020], [0.047, -0.130, -0.196], [-0.069, 0.238, -0.536], [-0.004, 0.384, -0.007]], "total_charge": 0, "mol_weight_g_mol": 1701.8, "homo_ev": -7.80, "homo_lumo_gap_ev": 8.1, "lumo_ha": 0.0123, "max_force_ev_per_a": 4.175, "total_energy_ev": -145121.479, "e_above_lowest_kj_mol": 202.5}